# 1
Entry from the Open Molecules 2025 dataset: a 11-piece molecular cluster, C32H43N11 overall at a distorted geometry (the ωB97M-V functional and the def2-TZVPD basis).

Each line ends with the Löwdin charge.
Cartesian coordinates (Å):
N (0.635, -1.768, 0.019)  0.170
N (-1.908, 0.862, -1.136)  0.176
N (0.545, -5.768, 3.464)  0.132
N (-2.018, 3.892, -1.868)  0.001
N (-2.352, -6.576, 0.075)  -0.005
N (0.928, 6.124, 1.363)  0.013
N (3.162, 0.617, 3.626)  0.133
N (5.323, -1.910, -1.401)  0.126
N (-2.625, -2.161, -5.174)  -0.001
N (-1.860, -1.880, 4.690)  0.007
N (2.413, 2.885, -1.239)  0.157
C (0.777, -0.664, 0.301)  -0.239
C (-0.832, 4.936, -3.422)  -0.116
C (-2.875, 4.697, -2.544)  -0.156
C (-1.611, -5.731, 0.875)  -0.117
C (4.795, -0.013, 1.693)  -0.069
C (1.783, 4.258, 2.193)  -0.117
C (0.798, 4.751, 1.358)  -0.129
C (4.394, -2.584, -1.425)  -0.292
C (3.222, -3.430, -1.455)  -0.074
C (-0.741, 4.065, -2.351)  -0.135
C (-2.177, 5.340, -3.538)  -0.122
C (-1.478, -4.556, 0.151)  -0.121
C (3.902, 0.355, 2.788)  -0.290
C (-2.096, -1.641, 2.515)  -0.140
C (3.497, 5.240, -0.941)  -0.040
C (-1.529, -0.595, 4.413)  -0.130
C (-2.711, -5.943, -1.075)  -0.152
C (2.889, 3.916, -1.091)  -0.261
C (2.571, 5.330, 2.620)  -0.122
C (-1.574, -1.916, -3.232)  -0.135
C (2.035, 6.478, 2.081)  -0.156
C (-2.204, -4.671, -1.048)  -0.104
C (-2.870, 0.468, -0.653)  -0.240
C (-4.164, 0.071, -0.082)  -0.045
C (0.972, 0.750, 0.596)  -0.085
C (-2.803, -1.873, -3.839)  -0.141
C (-2.217, -2.547, 3.542)  -0.126
C (0.886, -4.682, 3.317)  -0.279
C (-1.288, -2.380, -5.445)  -0.124
C (-1.708, -0.400, 3.054)  -0.110
C (1.276, -3.299, 3.133)  -0.066
C (-0.641, -2.180, -4.263)  -0.118
H (0.446, -2.808, 2.624)  0.046
H (-1.480, 0.518, 2.540)  0.077
H (0.387, 6.748, 0.795)  0.145
H (2.356, -2.839, -1.749)  0.057
H (0.456, 1.059, 1.505)  0.064
H (-4.872, -0.063, -0.900)  0.083
H (-4.109, -0.871, 0.459)  0.069
H (2.931, 5.907, -1.589)  0.088
H (-1.214, 0.058, 5.211)  0.109
H (0.093, 3.538, -1.923)  0.065
H (5.727, -0.467, 2.024)  0.085
H (-2.535, -7.553, 0.201)  0.140
H (-3.933, 4.679, -2.337)  0.103
H (3.080, -3.742, -0.417)  0.077
H (0.012, 4.304, 0.772)  0.098
H (-2.222, -3.941, -1.840)  0.062
H (-3.434, -2.246, -5.762)  0.138
H (-4.515, 0.857, 0.582)  0.086
H (-0.929, -2.564, -6.439)  0.102
H (-1.319, -1.657, -2.219)  0.064
H (3.455, 5.553, 0.100)  0.054
H (0.425, -2.310, -4.131)  0.090
H (-3.773, -1.657, -3.428)  0.101
H (5.016, 0.856, 1.077)  0.085
H (4.322, -0.772, 1.067)  0.056
H (3.488, 5.279, 3.184)  0.096
H (4.530, 5.121, -1.268)  0.086
H (2.015, 0.956, 0.828)  0.046
H (-0.915, -3.691, 0.470)  0.042
H (-2.229, -1.810, 1.458)  0.072
H (1.524, -2.889, 4.113)  0.087
H (1.938, 3.201, 2.345)  0.077
H (2.179, -3.196, 2.532)  0.073
H (0.612, 1.353, -0.230)  0.036
H (-1.154, -6.083, 1.783)  0.063
H (-1.833, -2.283, 5.607)  0.146
H (-3.268, -6.462, -1.839)  0.104
H (-2.661, 5.946, -4.286)  0.087
H (-2.248, 3.236, -1.145)  0.097
H (-2.494, -3.585, 3.605)  0.111
H (2.335, 7.514, 2.104)  0.109
H (-0.018, 5.253, -4.053)  0.086
H (3.312, -4.316, -2.076)  0.085

The frontier orbital gap comes out at 0.3034 Ha. As for the SMILES: c1cc[nH]c1.c1cc[nH]c1.c1cc[nH]c1.c1cc[nH]c1.c1cc[nH]c1.CC#N.CC#N.CC#N.CC#N.CC#N.CC#N. The value obtained for the energy above the lowest of the compared OMol25 structures with the same formula, charge and spin is 61.84 kJ/mol. As for the total energy: -50269.6753 eV. For the LUMO energy, the calculation gives 0.49 eV. The net charge is 0.

# 2
Entry from the Open Molecules 2025 dataset: C32H44BF5N6O2S8Se2W as an isolated structure at a distorted geometry (the ωB97M-V functional and the def2-TZVPD basis).

Each line ends with the Löwdin charge.
Cartesian coordinates (Å):
W (-0.328, 1.464, -0.199)  0.372
Se (2.050, 1.794, 0.853)  0.631
Se (0.917, 2.050, -2.275)  0.676
S (-3.725, 2.870, 0.556)  -0.005
S (-2.388, 4.171, 1.292)  0.009
S (-1.234, -0.482, -1.639)  0.633
S (-1.959, 2.626, -2.073)  0.460
S (-2.716, 1.070, 0.689)  0.100
S (-0.196, 1.670, 2.342)  0.511
S (2.035, -1.443, -0.951)  0.699
S (-0.691, 3.888, 0.068)  -0.025
F (-1.848, 3.049, -4.874)  0.078
F (-4.392, 0.486, -1.822)  0.054
F (-3.851, 2.993, -6.567)  0.111
F (-6.011, 1.318, -6.066)  0.133
F (-6.174, 0.062, -3.682)  0.125
O (5.699, 1.960, -2.201)  -0.043
O (2.547, 4.775, -2.803)  -0.061
N (3.515, -1.649, 1.379)  0.011
N (-0.736, -2.311, 0.364)  0.058
N (-1.846, -3.139, -1.334)  0.031
N (1.333, -1.618, 1.621)  0.045
N (-1.981, 0.321, 3.992)  0.022
N (-0.977, -0.911, 2.468)  0.044
C (-5.072, 0.735, -3.983)  -0.165
C (-4.992, 1.383, -5.225)  -0.136
C (5.830, -0.749, 1.594)  -0.018
C (-2.637, 1.422, 4.801)  -0.516
C (-1.476, -4.187, -0.522)  -0.042
C (-1.835, -1.720, 3.170)  -0.027
C (4.914, -1.788, 0.901)  -0.533
C (5.093, -1.569, -0.594)  -0.092
C (-1.115, 0.371, 2.956)  -0.663
C (-3.997, 1.708, 4.161)  -0.024
C (-3.581, -2.164, -2.789)  -0.078
C (2.845, 1.941, -2.269)  -0.483
C (2.823, 4.416, -1.493)  -0.257
C (3.585, 3.038, -1.458)  -0.536
C (-3.555, -4.603, -2.484)  -0.038
C (3.666, 2.618, -0.008)  -0.431
C (-0.811, -3.695, 0.523)  -0.032
C (-1.762, -3.527, -3.756)  -0.027
C (3.192, -1.689, 2.746)  -0.048
C (-1.341, -1.994, -0.810)  -0.571
C (-3.897, 2.186, -5.494)  -0.134
C (-4.154, 0.997, -3.011)  -0.278
C (-2.425, -0.982, 4.122)  -0.034
C (5.335, -3.233, 1.240)  -0.019
C (-2.684, -3.341, -2.582)  -0.544
C (-1.741, 2.632, 4.856)  -0.078
C (-2.930, 2.364, -4.517)  -0.260
C (-2.868, 0.903, 6.250)  -0.030
C (2.354, -1.577, 0.695)  -0.714
C (-3.039, 1.825, -3.230)  -0.449
C (1.871, -1.631, 2.868)  -0.064
C (4.997, 3.179, -2.101)  -0.209
B (-0.091, -1.257, 1.253)  -0.728
H (-1.229, -4.462, -3.669)  0.085
H (-4.530, 2.451, 4.735)  0.090
H (-1.913, 0.548, 6.622)  0.092
H (-4.591, 0.783, 4.108)  0.094
H (5.761, -0.828, 2.677)  0.073
H (1.919, 4.331, -0.873)  0.063
H (-2.164, 3.367, 5.562)  0.102
H (1.651, 4.503, -3.036)  0.058
H (-4.113, -4.730, -3.423)  0.101
H (-1.005, -2.755, -3.824)  0.085
H (3.152, 0.945, -2.047)  0.013
H (-1.940, -2.758, 2.916)  0.121
H (3.495, 5.177, -1.064)  0.135
H (-1.617, 3.179, 3.924)  0.012
H (0.075, -0.215, 0.543)  -0.044
H (-3.173, -1.224, 4.833)  0.113
H (1.291, -1.659, 3.787)  0.135
H (6.363, -3.363, 0.929)  0.085
H (-0.383, -4.205, 1.359)  0.128
H (5.170, -3.480, 2.275)  0.073
H (-3.863, 2.102, 3.135)  0.018
H (5.957, 1.655, -1.332)  0.068
H (5.508, 0.255, 1.270)  0.077
H (-1.696, -5.231, -0.700)  0.126
H (3.906, -1.821, 3.514)  0.111
H (3.935, 3.409, 0.693)  0.072
H (-3.150, 1.761, 6.850)  0.086
H (6.157, -1.624, -0.818)  0.092
H (-3.030, -1.303, -3.075)  0.008
H (-0.716, 2.351, 5.128)  0.089
H (-4.184, -1.977, -1.893)  0.110
H (6.875, -0.926, 1.321)  0.091
H (-2.331, -3.554, -4.696)  0.104
H (3.061, 2.128, -3.335)  0.081
H (4.731, -3.884, 0.601)  0.093
H (-2.921, -5.495, -2.381)  0.076
H (-4.219, -4.569, -1.631)  0.091
H (-3.649, 0.158, 6.318)  0.072
H (4.386, 1.784, 0.116)  0.034
H (4.882, 3.575, -3.098)  0.123
H (-4.270, -2.375, -3.621)  0.109
H (5.569, 3.937, -1.526)  0.135
H (4.591, -2.362, -1.191)  0.068
H (4.709, -0.627, -0.929)  0.037

The frontier orbital gap (spin up / spin down) comes out at 0.1944 / 0.1944 Ha. The value obtained for the energy above the lowest of the compared OMol25 structures with the same formula, charge and spin is 29.85 kJ/mol. As for the total energy: -280400.5494 eV. For the LUMO energy (spin up / spin down), the calculation gives -1.76 / -1.76 eV. The net charge is 0.

# 3
Entry from the Open Molecules 2025 dataset: C32H44Br4N2O2SSi3Ti as an isolated structure at a distorted geometry (the ωB97M-V functional and the def2-TZVPD basis).

Each line ends with the Löwdin charge.
Cartesian coordinates (Å):
Br (3.365, 3.019, 2.235)  0.628
Br (0.355, 0.320, 2.433)  0.341
Br (-5.466, 1.111, -3.577)  0.775
Br (0.070, 0.673, -4.716)  0.809
Ti (0.211, -0.346, 0.073)  0.558
S (-0.447, 2.874, -0.817)  1.089
Si (0.391, -3.120, -1.542)  0.452
Si (-0.184, -3.547, 1.500)  0.399
Si (2.453, -2.130, 0.538)  0.349
O (2.404, -0.536, -0.093)  -0.405
O (0.095, -0.242, -1.753)  -0.260
N (0.682, 1.858, -0.290)  -0.370
N (-1.750, -0.202, 0.016)  -0.012
C (1.574, -2.443, -2.875)  -0.175
C (3.124, -2.025, 2.303)  -0.159
C (-1.371, 0.500, -3.502)  -0.597
C (1.692, 4.496, -1.401)  -0.083
C (-0.362, -2.905, 3.274)  -0.214
C (-1.379, 3.189, 0.674)  -0.410
C (2.360, 5.702, -1.554)  -0.069
C (-2.715, -0.282, 0.943)  -0.109
C (0.396, 6.882, -0.829)  -0.070
C (-1.090, 0.109, -2.206)  -0.441
C (0.642, -2.448, 0.219)  -0.518
C (-0.280, 5.680, -0.678)  -0.073
C (-0.711, 3.467, 1.855)  -0.118
C (-2.676, 0.804, -3.894)  -0.152
C (-3.498, 3.476, 1.737)  -0.071
C (-3.484, 0.357, -1.640)  -0.201
C (-2.149, 0.096, -1.269)  -0.187
C (-2.844, 3.769, 2.924)  -0.064
C (-1.931, -4.059, 0.972)  -0.170
C (-2.761, 3.184, 0.597)  -0.091
C (3.777, -3.112, -0.391)  -0.142
C (-4.465, 0.241, -0.632)  -0.021
C (0.813, -5.145, 1.750)  -0.171
C (-3.704, 0.712, -2.989)  -0.609
C (1.714, 6.893, -1.263)  -0.077
C (0.734, -4.988, -1.666)  -0.194
C (-1.416, -3.003, -2.141)  -0.150
C (2.899, 2.282, 3.859)  -0.553
C (0.382, 4.493, -0.952)  -0.352
C (-4.057, -0.085, 0.643)  -0.034
C (-1.454, 3.758, 2.985)  -0.060
C (3.531, 0.171, -0.583)  -0.107
H (-2.072, -2.507, -1.427)  0.014
H (-1.904, -4.719, 0.102)  0.019
H (3.822, -2.849, -1.450)  0.022
H (-1.306, 5.670, -0.334)  0.112
H (3.541, 0.146, -1.676)  0.094
H (0.574, -2.514, 3.672)  0.001
H (3.394, 1.364, 4.127)  -0.021
H (1.281, 1.644, -1.088)  -0.001
H (-0.946, 3.978, 3.915)  0.111
H (2.035, -1.496, -2.597)  0.007
H (4.073, -1.481, 2.314)  0.036
H (-1.810, -4.009, -2.302)  0.036
H (4.458, -0.274, -0.218)  0.090
H (-0.662, -3.750, 3.901)  0.032
H (2.444, -1.519, 2.984)  -0.026
H (2.201, 3.565, -1.617)  0.101
H (-2.876, 1.108, -4.912)  0.101
H (-1.488, -2.471, -3.093)  0.035
H (-1.113, -2.122, 3.384)  -0.009
H (-4.787, -0.180, 1.436)  0.116
H (0.687, -5.288, -2.716)  0.036
H (-2.414, -4.604, 1.788)  0.033
H (-4.579, 3.479, 1.688)  0.109
H (3.552, -4.179, -0.326)  0.031
H (1.723, -5.255, -1.287)  0.017
H (0.974, -5.689, 0.819)  0.004
H (-5.508, 0.401, -0.864)  0.085
H (-2.561, -3.202, 0.724)  0.012
H (4.768, -2.961, 0.042)  0.035
H (0.371, 3.442, 1.873)  0.071
H (2.238, 7.833, -1.376)  0.106
H (3.385, 5.703, -1.902)  0.108
H (2.365, -3.168, -3.081)  0.028
H (-0.009, -5.575, -1.121)  0.017
H (3.318, -3.028, 2.694)  0.033
H (-3.253, 2.958, -0.343)  0.110
H (1.934, 2.542, 4.260)  -0.035
H (-0.110, 7.811, -0.603)  0.108
H (0.286, -5.810, 2.439)  0.031
H (1.034, -2.275, -3.809)  0.019
H (-3.419, 4.012, 3.808)  0.107
H (3.486, 1.206, -0.244)  0.046
H (-2.388, -0.509, 1.948)  0.086
H (1.793, -4.929, 2.187)  0.022

The frontier orbital gap (spin up / spin down) comes out at 0.2274 / 0.2658 Ha. Its expectation value of S² is 2.032. The value obtained for the energy above the lowest of the compared OMol25 structures with the same formula, charge and spin is 54.48 kJ/mol. The spin multiplicity is 3. As for the total energy: -378731.4484 eV. For the LUMO energy (spin up / spin down), the calculation gives -0.59 / -0.76 eV. The net charge is 0.